No. 1
Molecular formula: C12H15N3O4
Method: DFT, the ωB97M-V functional and the def2-TZVPD basis

Output
relative energy (zero: lowest compared OMol25 entry of this formula, charge and spin): 83.8 kJ/mol
multiplicity: 1
calculated total energy: -931.36772 hartree
orbital gap: 8.8 eV
strongest force on any atom: 6.63 eV Å⁻¹
HOMO: -0.300 Eh
M: 265.3 g mol⁻¹

Cartesian coordinates (Å):
N1 -0.80549 2.83826 -0.89175
N2 -1.88461 3.31194 -1.55278
O1 -1.80844 1.09798 -1.67771
O2 1.80507 -0.02804 2.85184
O3 1.38990 -2.73960 -1.19595
O4 2.29766 -2.44242 1.46886
C1 -0.74756 1.55361 -1.03073
C2 -2.42564 2.18035 -1.90606
C3 0.64431 0.82750 0.92510
C4 0.55294 -0.46241 -1.06335
C5 1.38311 -0.18037 1.56848
C6 1.25191 -1.55437 -0.49558
C7 1.64102 -1.39867 0.89178
C8 0.21173 0.66565 -0.37353
N3 -3.60801 2.12446 -2.59434
C9 0.79113 0.31185 3.81718
C10 0.61044 -3.79432 -0.57506
C11 3.60631 -2.06971 1.84349
C12 -4.11443 3.30233 -3.15704
H1 0.54328 1.76637 1.44785
H2 0.32753 -0.59542 -2.12113
H3 -3.94836 1.22254 -2.96713
H4 -0.21322 -0.09081 3.63783
H5 0.67873 1.38488 3.79053
H6 1.05359 -0.02410 4.91273
H7 1.28760 -4.51756 -0.06764
H8 -0.02323 -3.26459 0.10747
H9 0.02972 -4.40865 -1.34673
H10 3.61493 -1.75950 2.85453
H11 4.11140 -1.24312 1.28993
H12 4.35886 -2.90056 1.75701
H13 -4.37058 4.05240 -2.43407
H14 -3.37185 3.84503 -3.82502
H15 -4.86979 2.98911 -3.88901


No. 2
Molecular formula: C12H15N3OS
Method: DFT, the ωB97M-V functional and the def2-TZVPD basis

Output
structure (SMILES): CC(C)Cc1ccc(C#N)c(SCC(N)=O)n1
relative energy (zero: lowest compared OMol25 entry of this formula, charge and spin): 97.3 kJ/mol
multiplicity: 1
calculated total energy: -1103.99061 hartree
orbital gap: 8.9 eV
strongest force on any atom: 1.10 eV Å⁻¹
HOMO: -0.328 Eh
M: 249.3 g mol⁻¹

Cartesian coordinates (Å):
C1 -1.05660 -2.14191 -0.85822
C2 -2.29889 -1.69578 -0.09404
C3 -3.27004 -0.96945 -1.02052
C4 -1.92464 -0.82607 1.12603
C5 -1.23669 0.44437 0.74171
C6 -1.93437 1.63331 0.53122
C7 -1.23629 2.76471 0.15156
C8 0.14587 2.69113 -0.01275
C9 0.90317 3.81508 -0.39680
N1 1.51549 4.73429 -0.70578
C10 0.75779 1.44560 0.22819
S1 2.49115 1.28204 0.03136
C11 2.70197 -0.47667 0.47232
C12 4.04681 -1.03353 0.03035
N2 5.09126 -0.19529 0.18746
O1 4.15880 -2.16463 -0.37841
N3 0.08095 0.37806 0.59592
H1 -0.36747 -2.66633 -0.20080
H2 -1.33431 -2.81150 -1.66885
H3 -0.54055 -1.28582 -1.28620
H4 -2.80051 -2.58692 0.29996
H5 -2.79981 -0.09372 -1.46319
H6 -3.58212 -1.62984 -1.82618
H7 -4.15833 -0.65061 -0.47914
H8 -2.83266 -0.59175 1.68434
H9 -1.25319 -1.40270 1.76381
H10 -3.00321 1.66826 0.66724
H11 -1.74295 3.70336 -0.01979
H12 2.61139 -0.56263 1.55660
H13 1.89652 -1.04010 0.00420
H14 6.00083 -0.50084 -0.11721
H15 4.97062 0.76588 0.45560


No. 3
Molecular formula: C12H15NO2S
Method: DFT, the ωB97M-V functional and the def2-TZVPD basis

Output
structure (SMILES): C[C@]1(S)CNC(=O)[C@@H]1COc1ccccc1
relative energy (zero: lowest compared OMol25 entry of this formula, charge and spin): 206.8 kJ/mol
multiplicity: 1
calculated total energy: -1069.64613 hartree
orbital gap: 9.8 eV
strongest force on any atom: 2.12 eV Å⁻¹
HOMO: -0.343 Eh
M: 237.3 g mol⁻¹

Cartesian coordinates (Å):
C1 1.65129 -0.65359 1.35278
C2 1.72819 -0.42917 -0.18451
S1 1.43245 -2.09527 -0.92332
C3 3.19595 -0.00232 -0.53896
N1 3.08788 0.61781 -1.85683
C4 1.92246 1.46786 -1.72751
O1 1.75047 2.56191 -2.19546
C5 0.87102 0.65594 -0.86680
C6 0.02816 1.61986 -0.03983
O2 -1.32023 1.75444 -0.55268
C7 -2.11225 0.75248 -0.00743
C8 -2.71165 0.92012 1.20867
C9 -3.47480 -0.08867 1.74390
C10 -3.60888 -1.25298 1.03471
C11 -3.02934 -1.42261 -0.19074
C12 -2.26523 -0.41094 -0.72052
H1 1.01107 -1.50218 1.58490
H2 2.67142 -0.84246 1.70296
H3 1.28772 0.20644 1.92359
H4 2.59458 -2.72044 -0.63998
H5 3.83365 -0.88067 -0.48435
H6 3.50860 0.78340 0.15692
H7 2.83610 -0.09657 -2.54116
H8 0.34071 0.11902 -1.65990
H9 -0.07633 1.32566 1.00710
H10 0.46586 2.61996 -0.03845
H11 -2.52849 1.87054 1.70112
H12 -3.93290 0.06775 2.71245
H13 -4.19387 -2.06135 1.46285
H14 -3.17861 -2.34257 -0.74207
H15 -1.78500 -0.54143 -1.68145


No. 4
Molecular formula: C12H16AsN2O7Ru
Method: DFT, the ωB97M-V functional and the def2-TZVPD basis

Output
multiplicity: 2
calculated total energy: -3433.70739 hartree
orbital gap (spin up / spin down): 7.6 / 7.9 eV
strongest force on any atom: 3.19 eV Å⁻¹
HOMO (spin up / spin down): -0.353 / -0.352 Eh
M: 476.3 g mol⁻¹
expectation value of S²: 0.78

Cartesian coordinates (Å):
Ru1 0.34756 1.16102 -0.33844
O1 2.53556 -1.68008 1.27056
C1 2.12606 -0.53098 1.19606
O2 2.33026 0.27482 0.23536
C2 1.24196 0.02942 2.32076
C3 1.04696 -0.51298 3.58356
C4 0.11956 0.09832 4.41846
C5 -0.60584 1.19472 3.97216
C6 -0.36534 1.64332 2.68006
N1 0.55056 1.08342 1.92166
C7 -1.11984 2.79982 1.95806
O3 -1.74164 3.59232 2.63476
O4 -0.97244 2.76742 0.70766
H1 1.60316 -1.38548 3.88856
H2 -0.05414 -0.29258 5.41056
H3 -1.35234 1.68152 4.57756
N2 0.44816 2.91322 -1.95394
C8 -0.92454 2.93952 -2.45104
C9 -1.41044 1.49812 -2.82744
O5 -2.32924 1.37822 -3.61214
O6 -0.76854 0.55542 -2.27204
H4 0.68026 3.78822 -1.48914
H5 1.11036 2.73742 -2.71064
H6 -1.05074 3.59132 -3.32104
H7 -1.58444 3.28372 -1.64674
C10 0.36976 -3.64208 -0.04274
As1 -0.13854 -2.00448 -0.98124
C11 1.43306 -1.57558 -2.04324
C12 -1.66814 -2.47908 -2.10434
O7 -0.58434 -0.91908 0.18196
H8 0.71046 -4.38738 -0.76014
H9 -0.47394 -4.03408 0.52396
H10 1.18036 -3.38208 0.63896
H11 1.52616 -2.29728 -2.85314
H12 2.30296 -1.63628 -1.38534
H13 1.34626 -0.56338 -2.44294
H14 -1.41674 -3.31838 -2.74894
H15 -1.95894 -1.61428 -2.69624
H16 -2.48944 -2.75578 -1.43984